{
  "formula": "C6H10O4",
  "method": "ωB97M-V/def2-TZVPD",
  "symbols": ["O", "O", "O", "O", "C", "C", "C", "C", "C", "C", "H", "H", "H", "H", "H", "H", "H", "H", "H", "H"],
  "positions_angstrom": [[-0.6988, -1.3394, 1.3785], [-2.4607, -0.4719, -0.6218], [1.9315, -0.9936, -1.0998], [-0.1512, 2.5118, 0.0578], [1.2891, -0.8841, 0.1646], [1.6411, 0.5606, 0.6972], [-0.6764, 1.1245, 0.2311], [-1.1151, -0.0383, -0.5672], [-0.2873, -1.1672, 0.0150], [0.6831, 1.3911, -0.1576], [-3.0519, 0.2189, -0.9351], [1.3525, 0.6666, 1.7369], [0.9406, 1.1222, -1.2473], [-0.8035, 0.3067, -1.5568], [-0.5172, -2.1053, -0.6167], [-0.8035, 0.9185, 1.3155], [1.6026, -1.6831, 0.7935], [2.0683, -1.9416, -1.3117], [-1.6596, -1.7796, 1.3227], [2.6984, 0.7009, 0.4826]],
  "nbo_charge": [-0.738, -0.736, -0.735, -0.444, 0.102, -0.438, -0.013, 0.033, 0.070, 0.062, 0.484, 0.226, 0.182, 0.182, 0.187, 0.194, 0.187, 0.478, 0.491, 0.226],
  "e_homo_ev": -9.74,
  "de_lowest_ev": 3.972,
  "smiles": "O[C@@H]1[C@H](O)[C@@H](O)C[C@@H]2O[C@@H]12",
  "energy_ha": -535.4501,
  "gap_ev": 10.3573
}